No. 1
{"formula": "C2H2Br2O3", "method": "wB97M-V/def2-TZVPD", "fmax_ha_per_bohr": 0.0601, "lumo_energy_ev": -0.1, "homo_energy_ev": -9.8, "gap_ha": 0.3547, "energy_ev": -148328.83348, "species": ["C", "C", "O", "O", "O", "Br", "Br", "H", "H"], "coordinates": [[0.0709, 0.0767, -0.7871], [-1.7292, -0.1376, -0.1736], [-1.0018, -0.6881, -1.2787], [-0.5275, 0.4892, 0.2778], [2.7093, 0.5397, 1.0963], [-2.3266, -1.4872, 1.0174], [3.7720, 0.4401, -0.4070], [1.7409, 0.3970, 0.7549], [-2.7081, 0.3701, -0.5000]], "nbo_charge": [0.455, 0.242, -0.510, -0.492, -0.785, 0.073, 0.288, 0.484, 0.245]}


No. 2
{"formula": "C2H2Br2S2", "method": "wB97M-V/def2-TZVPD", "fmax_ha_per_bohr": 0.0101, "lumo_energy_ev": -0.1, "homo_energy_ev": -8.7, "gap_ha": 0.3160, "energy_ev": -163861.28135, "species": ["C", "C", "S", "S", "Br", "Br", "H", "H"], "coordinates": [[0.5943, -0.0878, 0.4671], [-0.5944, -0.0878, -0.4673], [0.9752, 1.7118, 0.3811], [-0.9753, 1.7118, -0.3809], [2.0420, -1.2635, -0.0966], [-2.0419, -1.2635, 0.0967], [0.3441, -0.3606, 1.4930], [-0.3440, -0.3603, -1.4932]], "nbo_charge": [-0.414, -0.414, 0.130, 0.130, 0.038, 0.039, 0.246, 0.246]}


No. 3
{"formula": "C2H2Br2S2", "method": "wB97M-V/def2-TZVPD", "fmax_ha_per_bohr": 0.1218, "lumo_energy_ev": 0.3, "homo_energy_ev": -8.7, "gap_ha": 0.3324, "energy_ev": -163860.12673, "species": ["C", "C", "S", "S", "Br", "Br", "H", "H"], "coordinates": [[0.7026, 0.3898, 0.1655], [-0.4899, -0.4123, 0.2762], [0.4746, 2.1460, 0.1397], [-0.3700, -2.2067, 0.4772], [2.3963, -0.1679, 0.1796], [-2.2052, 0.3084, 0.3161], [0.7201, 2.2453, -1.0851], [-1.2285, -2.3026, -0.4692]], "nbo_charge": [-0.398, -0.300, 0.060, 0.068, 0.189, 0.147, 0.111, 0.123]}


No. 4
{"formula": "C2H2Br3ClS", "method": "wB97M-V/def2-TZVPD", "fmax_ha_per_bohr": 0.0674, "lumo_energy_ev": -0.8, "homo_energy_ev": -9.4, "gap_ha": 0.3151, "energy_ev": -235588.60439, "species": ["C", "C", "S", "Cl", "Br", "Br", "Br", "H", "H"], "coordinates": [[2.3350, 0.4157, -0.8931], [-1.6352, -0.5600, 0.0983], [1.8523, 0.9483, 0.5560], [1.5494, 2.8632, 0.0318], [2.6231, -1.4910, -0.9315], [-1.7959, 1.1111, 1.0077], [-1.5811, -2.0941, 1.2497], [-0.8727, -0.4528, -0.5536], [-2.4749, -0.7404, -0.5655]], "nbo_charge": [-0.431, -0.531, 0.493, -0.130, 0.068, 0.048, 0.052, 0.202, 0.229]}


Results for relative energy (zero: lowest compared OMol25 entry of this formula, charge and spin): 294.5; 0.0; 111.4; 244.6 (in kJ/mol, following the order of the records).